Computed, not measured: a 2-piece molecular cluster, C3H11N3 overall, with ωB97M-V/def2-TZVPD.

Output
HOMO-LUMO gap   9.5 eV
DFT total energy   -285.039850 hartree
HOMO level   -0.3281 hartree
Total charge   0
SMILES string   C=NC.NCN
Lowest unoccupied orbital energy   0.021 hartree

Geometry (Å):
C1 0.27543 1.75380 0.89608
N1 1.36947 1.84619 1.54536
C2 1.21181 1.73798 2.92466
H1 0.15147 2.23694 0.01393
H2 -0.72444 1.51533 1.35830
H3 2.18037 1.70465 3.52641
H4 0.51733 2.51861 3.30666
H5 0.72845 0.79210 3.41065
N2 -0.31381 -0.64304 -1.18945
C3 -1.18928 -1.74797 -1.73976
N3 -0.51906 -2.55087 -2.85685
H6 -0.33617 0.02984 -1.92997
H7 0.00233 -0.01781 -0.40678
H8 -2.14464 -1.43527 -2.08587
H9 -1.47991 -2.51819 -0.85100
H10 0.10697 -2.01395 -3.45269
H11 0.16368 -3.20833 -2.46967